Entry 1:
{"formula": "C24H58MnO14P", "method": "ωB97M-V with the def2-TZVPD basis set", "elements": ["Mn", "P", "O", "O", "O", "O", "O", "O", "O", "O", "O", "O", "O", "O", "O", "O", "C", "C", "C", "C", "C", "C", "C", "C", "C", "C", "C", "C", "C", "C", "C", "C", "C", "C", "C", "C", "C", "C", "C", "C", "H", "H", "H", "H", "H", "H", "H", "H", "H", "H", "H", "H", "H", "H", "H", "H", "H", "H", "H", "H", "H", "H", "H", "H", "H", "H", "H", "H", "H", "H", "H", "H", "H", "H", "H", "H", "H", "H", "H", "H", "H", "H", "H", "H", "H", "H", "H", "H", "H", "H", "H", "H", "H", "H", "H", "H", "H", "H"], "positions_angstrom": [[4.161208, -0.639037, 1.670638], [-1.534588, 3.424190, -2.383613], [-0.299218, -5.172287, 5.258686], [2.675203, -0.867083, 0.471138], [-2.524750, 2.438992, -2.853958], [-1.290089, -3.118025, -3.635537], [1.612921, -2.018671, -3.564150], [3.606645, 1.398815, 2.198447], [-0.302812, -3.426494, 3.009344], [2.827729, -1.039384, 3.329593], [-0.174157, 2.765778, -1.837207], [2.023475, 3.970155, 2.030086], [-2.001296, 4.275004, -1.136411], [-1.009381, 4.482537, -3.466778], [-3.988981, -1.545558, -3.082854], [-2.064450, -1.739648, 1.490454], [-1.015181, -5.913059, 6.223283], [-0.754560, 3.988705, -4.790683], [3.548634, 2.353435, 1.123134], [3.335263, 3.796450, 1.547863], [0.973889, -1.268547, -2.586329], [2.445838, 0.183352, 3.985415], [1.834032, 5.138589, 2.822521], [0.122950, -4.783644, 2.921583], [-0.729329, -1.394675, 1.820282], [-0.224511, -3.376036, -4.518216], [-2.826042, -0.561395, 1.292762], [2.968990, -2.150112, 4.226668], [-3.717630, -2.889163, -3.382377], [-2.534654, -3.118138, -4.316584], [1.011734, 1.512547, -0.198859], [-2.995047, 5.312446, -1.311388], [-0.281588, 1.639387, -0.983531], [2.353017, 1.249544, 2.902524], [-2.326947, 6.663492, -1.550148], [-0.650221, -5.587323, 3.946619], [-2.981093, -0.884201, -2.363828], [0.643453, 3.375624, -4.939289], [0.112253, -2.649211, 1.912811], [1.097828, -3.316113, -3.757274], [2.038705, 6.072633, 2.299166], [-2.577093, -2.274872, -5.019082], [1.147305, 2.366631, 0.467815], [1.858104, -3.876426, -4.300019], [1.554643, 1.112865, 2.174516], [1.436413, 4.100218, -4.793014], [-1.730026, 6.987737, -0.696724], [-3.304662, -0.240980, 2.219855], [2.110116, -2.326694, 4.871980], [-0.590888, -5.664727, 7.195239], [0.934027, 0.628491, 0.446804], [-0.974348, -6.999632, 6.103357], [-3.643087, -3.534129, -2.497621], [-1.641758, 6.654345, -2.395076], [-1.707871, -5.350879, 3.772781], [-3.122825, 7.398933, -1.679727], [0.695564, 2.532880, -4.251029], [3.498123, 4.405446, 0.652644], [2.210212, -0.895060, -0.354094], [0.849631, -1.821576, -1.641372], [2.127973, 2.154928, 3.472339], [0.216866, -3.134652, 0.936414], [-0.435861, -6.655683, 3.856529], [2.485466, 5.103364, 3.702818], [3.231221, 0.497803, 4.678355], [-2.241199, 0.281635, 0.906544], [1.916242, 1.377102, -0.792778], [-3.506436, 5.368805, -0.350320], [-1.112554, 1.718973, -0.277419], [-0.298795, -0.792656, 1.009473], [-0.184648, -2.603200, -5.294427], [0.952669, -3.757049, -2.759592], [-2.820029, -1.304518, -1.358029], [3.833862, -1.952049, 4.876803], [-0.825414, 4.814717, -5.502175], [-0.716143, -0.814403, 2.750177], [-3.185098, 0.176550, -2.265739], [2.792479, 2.044801, 0.399603], [-0.265175, -4.373013, -4.970291], [-3.740803, 5.035369, -2.055410], [-1.541719, 3.301521, -5.105368], [0.661959, 2.945726, -5.943060], [1.174918, -4.722591, 3.240098], [-0.469160, 0.686845, -1.485672], [-1.988086, -1.033500, -2.803434], [-0.056624, -5.246362, 1.949120], [1.469099, 0.014442, 4.435821], [3.249574, -3.032210, 3.653181], [-3.582036, -0.735553, 0.527475], [1.539440, -0.359107, -2.377610], [4.033546, 4.046415, 2.355825], [-0.040207, -0.950792, -2.844849], [-4.597190, -3.221417, -3.937591], [-2.657582, -4.086147, -4.813980], [-2.066341, -5.604214, 6.223342], [1.152316, -2.340570, 2.084202], [0.800974, 5.041942, 3.142557], [4.523662, 2.322298, 0.635847]], "forces_ev_per_angstrom": [[-2.38, 0.14, -1.06], [-0.08, -0.43, -0.27], [0.23, -0.43, -0.33], [1.73, -0.06, 1.46], [0.51, 0.48, 0.02], [-0.06, -0.23, 0.04], [0.47, 0.29, -0.38], [0.22, -0.60, 0.75], [-0.81, -0.56, -0.94], [0.43, -0.29, 0.24], [-0.55, 0.23, -0.37], [-0.02, 0.12, -0.24], [0.30, 0.18, -0.51], [-0.33, -0.52, 0.77], [0.00, 0.25, 0.09], [0.44, 0.63, -0.24], [-0.24, 0.50, 0.48], [0.56, 0.11, -1.14], [0.35, 0.62, -0.60], [-0.21, -0.46, 0.47], [-0.66, 0.30, 0.62], [0.42, 0.06, -1.53], [0.04, -0.67, 0.20], [0.23, 0.53, 1.44], [-0.23, -0.78, -0.45], [0.91, 0.35, 0.38], [-0.43, 0.09, -0.19], [1.29, -0.05, 0.58], [-0.09, -0.49, -0.35], [-0.31, 0.43, 0.43], [-1.13, -0.10, 0.33], [0.26, 0.60, 0.77], [0.47, -0.73, 0.83], [-0.65, 0.49, 1.00], [-0.13, -0.14, 0.01], [0.05, 0.74, 0.27], [1.06, -0.41, 0.65], [-1.37, -0.53, 0.04], [0.93, 0.84, 0.54], [-0.46, -0.04, 0.46], [-0.19, -0.05, -0.25], [0.18, -0.29, -0.34], [-0.44, 0.09, -0.36], [0.01, 0.06, -0.01], [0.12, -0.34, 0.26], [0.08, -0.03, 0.07], [-0.13, -0.23, 0.19], [-0.03, -0.01, 0.09], [-0.32, 0.08, -0.43], [-0.01, -0.01, -0.01], [0.05, 0.22, -0.30], [0.20, 0.01, -0.30], [0.15, 0.22, 0.19], [-0.30, -0.01, -0.24], [-0.09, -0.41, -0.01], [0.14, 0.09, -0.22], [0.46, 0.07, 0.10], [0.23, 0.18, 0.11], [0.16, -0.17, -0.62], [0.13, -0.20, 0.01], [0.13, 0.15, -0.37], [-0.84, -0.51, 0.09], [-0.16, -0.06, -0.28], [0.01, 0.00, 0.04], [-0.21, -0.27, 0.35], [0.26, -0.15, 0.10], [-0.44, 0.00, -0.51], [-0.10, -0.18, -0.05], [0.00, 0.43, -0.04], [-0.03, 0.11, 0.11], [-0.09, -0.15, -0.23], [-0.01, -0.30, -0.18], [-0.46, -0.13, 0.02], [-0.20, 0.03, 0.09], [-0.12, 0.34, 0.48], [0.13, -0.04, 0.13], [-0.27, 0.03, -0.28], [0.88, 0.18, 0.62], [-0.43, -0.01, -0.10], [0.22, -0.05, -0.23], [0.09, -0.23, 0.36], [0.33, 0.17, -0.05], [0.15, -0.79, -0.54], [-0.05, 0.34, -0.66], [-0.27, 0.30, -0.43], [0.27, 0.29, -0.20], [0.07, 0.27, 0.27], [-0.48, 0.00, -0.17], [-0.12, -0.24, 0.26], [0.27, -0.06, -0.24], [0.26, 0.17, -0.24], [0.09, -0.10, -0.32], [-0.02, -0.05, 0.05], [-0.08, 0.12, -0.21], [-0.05, -0.11, 0.00], [0.04, 0.28, 0.06], [-0.05, 0.51, 0.06], [0.11, -0.14, 0.06]], "lowdin_charge": [1.180, 0.414, -0.188, -0.357, -0.216, -0.163, -0.155, -0.208, -0.123, -0.312, -0.160, -0.224, -0.175, -0.176, -0.153, -0.151, -0.116, -0.258, -0.162, -0.181, -0.126, -0.122, -0.070, -0.177, -0.200, -0.197, -0.102, -0.046, -0.203, -0.187, -0.092, -0.237, -0.249, -0.143, -0.070, -0.207, -0.103, -0.061, -0.206, -0.186, 0.095, 0.140, 0.073, 0.128, 0.111, 0.079, 0.077, 0.094, 0.113, 0.087, 0.046, 0.088, 0.133, 0.065, 0.137, 0.082, 0.059, 0.145, -0.061, 0.092, 0.140, 0.132, 0.129, 0.091, 0.144, 0.068, 0.082, 0.118, 0.110, 0.097, 0.138, 0.128, 0.077, 0.101, 0.119, 0.132, 0.073, 0.060, 0.129, 0.121, 0.113, 0.083, 0.123, 0.097, 0.058, 0.133, 0.150, 0.098, 0.080, 0.083, 0.136, 0.068, 0.129, 0.129, 0.092, 0.089, 0.096, 0.139], "homo_lumo_gap_ha": [0.228, 0.226], "total_charge": 1, "e_above_lowest_kcal_mol": 0.40, "multiplicity": 6, "e_tot_ev": -95093.5603, "e_lumo_ha": [-0.1732, -0.1749], "s2": 8.75}

Entry 2:
{"formula": "C3H3NO2", "method": "ωB97M-V with the def2-TZVPD basis set", "elements": ["O", "O", "N", "C", "C", "C", "H", "H", "H"], "positions_angstrom": [[0.255674, 1.429945, 0.301577], [0.898769, 0.077984, 2.333733], [-0.396867, -0.892671, 0.591715], [0.310065, -0.606657, -0.657960], [0.260364, 0.035306, 1.358198], [0.584805, 0.707033, -0.765539], [0.709806, -1.442805, -1.200598], [1.084213, 1.156222, -1.625895], [-1.398800, -0.661748, 0.555347]], "forces_ev_per_angstrom": [[0.35, -1.21, 1.18], [-0.81, 0.28, -0.87], [0.31, 0.05, 0.17], [-0.26, -0.14, -0.65], [0.29, 1.61, 0.40], [0.06, -0.63, -0.16], [-0.21, 0.05, -0.33], [-0.13, 0.11, 0.39], [0.41, -0.12, -0.12]], "lowdin_charge": [-0.032, 0.234, 0.074, -0.113, -0.331, -0.212, 0.100, 0.127, 0.153], "homo_lumo_gap_ha": 0.362, "total_charge": 0, "e_above_lowest_kcal_mol": 62.82, "multiplicity": 1, "e_tot_ev": -8742.4070, "smiles": "O=c1[nH]cco1", "e_lumo_ha": 0.0271}